Molecular formula: C26H22CuN5O
Method: DFT, wB97M-V/def2-TZVPD

XYZ file:
```
55
C26H22CuN5O (wB97M-V/def2-TZVPD)
C 3.59279 -0.61699 -1.44374
N 1.96249 -0.32466 0.26728
H 1.16455 -2.08257 -5.13536
H 2.01791 0.53151 5.89137
C 0.62258 -1.62328 -3.09788
H 1.85942 -0.74488 3.75640
H -2.50889 -4.03909 -2.14501
C -1.55592 1.62058 2.14549
C -3.19494 -0.73004 -1.75504
C 3.67713 1.31006 -0.04541
C -2.34699 -0.51760 -0.64189
C 1.17911 0.07648 3.95610
N 0.29293 0.34624 3.02773
C 1.77750 -2.34239 -1.07481
C 2.56131 0.82166 0.60639
H -4.41065 2.40783 -2.10480
O 0.19270 -0.64409 -2.51686
C -1.66635 -2.71972 -0.66194
C 0.35724 1.78929 5.38643
H 0.86180 -2.38006 -0.48461
H 2.10496 1.36222 1.42589
N -1.58772 -1.52309 -0.13273
H -1.05667 -3.49623 -0.21011
H -3.34550 3.99628 3.81082
C -2.27168 0.78322 -0.01182
C 2.47223 -1.03746 -0.74230
C 4.20149 0.57496 -1.09538
H 2.41394 -3.17492 -0.76888
H 5.07090 0.92539 -1.63619
H 0.36736 2.35446 6.31121
H -1.61998 3.64060 5.55158
H -0.34958 -1.17305 -4.93163
C -3.02707 1.79531 -0.58534
H -4.59929 0.16255 -3.13414
C -2.55679 3.26968 3.65443
C -3.95709 0.33856 -2.28057
N 1.46796 -2.50426 -2.47836
H 3.96997 -1.21858 -2.26021
H -0.28846 -2.90672 -4.55465
H -3.88103 -2.20983 -3.16129
C -0.59720 1.35366 3.20695
H 1.83522 -3.28955 -2.98381
C -1.61247 3.07785 4.62723
C 1.26227 0.79141 5.16252
C -2.48652 -3.02834 -1.75969
H 4.11206 2.25044 0.26175
C -3.23858 -2.02690 -2.30747
C -2.54022 2.56628 2.44303
H -2.94597 2.80257 -0.20604
N -1.41159 0.86711 1.04104
H -3.33069 2.76630 1.73804
C 0.26745 -1.96870 -4.52493
C -3.85182 1.57218 -1.70119
C -0.62241 2.09438 4.41609
Cu 0.05402 -0.53827 0.99864
```

LUMO = 0.4183 eV
Multiplicity = 1
Orbital gap = 6.3373 eV



Molecular formula: C26H22F3I2IrN5OS
Method: DFT, wB97M-V/def2-TZVPD

XYZ file:
```
61
C26H22F3I2IrN5OS (wB97M-V/def2-TZVPD)
H -0.32504 -0.89989 -5.73080
Ir 0.18033 -0.77257 0.35230
H 4.07239 -3.34550 -1.56962
C -2.45473 1.32119 -1.55322
C 0.96381 -0.19051 -2.68846
H -0.39407 -0.70400 5.64698
H 5.22934 -2.02684 -1.31270
C 3.42534 0.79517 2.65799
C 1.22567 1.76364 1.30492
H -2.49427 0.26834 -1.32866
H -0.68077 4.10141 -0.80604
H -4.14522 1.23865 -2.87006
C 1.51154 0.40254 1.25054
C 4.30629 -2.47653 -0.95244
H 4.43652 -2.81976 0.07087
H 4.04919 -0.41575 -2.42220
H -1.48464 -2.18106 -1.82431
H 4.29445 0.41311 3.17884
C -1.04016 -1.64693 -3.84635
N -0.62365 -0.84452 2.32452
H 1.76746 3.68920 2.04121
I -0.59831 -4.17769 0.49603
H -2.86695 -0.87644 5.44188
C -3.33943 3.22079 -2.71716
H -1.83452 -2.25330 -4.25800
H -4.06158 3.65286 -3.39706
C -0.86844 -0.77040 4.67813
C -0.19976 -0.90214 -4.65601
H -2.33014 5.08173 -2.35746
C 2.02147 2.63648 2.03502
O 2.14301 -1.74071 -0.30212
C -1.43914 3.48097 -1.26090
H 3.74688 2.82355 3.29183
H 2.52319 1.29002 -2.63610
S -2.38900 -1.23442 0.54851
C 2.14444 0.47116 -2.02943
C -1.97489 -0.99190 2.19383
H 0.99056 -0.62905 3.57464
C -2.81778 -0.98366 3.30045
C -2.23699 -0.87568 4.56148
H 1.51564 0.39262 -4.66741
F -4.82678 -0.93887 2.01832
F -4.70765 -2.29283 3.70921
N 3.23034 -0.48820 -1.84076
C 3.14992 -1.52818 -1.00488
C 2.62708 -0.08118 1.92584
C -0.08191 -0.73986 3.52673
C -0.85018 -1.59982 -2.48125
H 1.86107 0.87861 -1.06449
C 0.82070 -0.17764 -4.06510
C -3.38594 1.86881 -2.42608
N 0.10869 -0.86591 -1.89945
N -0.52019 1.50782 -0.06929
I -0.48342 -7.07005 0.57604
F -4.86684 -0.15541 4.03588
C 3.12207 2.14961 2.72273
C -2.36638 4.02445 -2.13284
C -1.48961 2.12289 -0.97165
N 0.17189 2.33032 0.54928
H 2.87539 -1.13381 1.88037
C -4.33633 -1.09492 3.24790
```

LUMO (spin up / spin down) = -5.9878 / -9.0265 eV
Multiplicity = 6
Orbital gap (spin up / spin down) = 6.9607 / 4.9320 eV
Energy relative to the best compared isomer or geometry (same formula, charge and spin) = 133.4 kJ/mol
Charge = +2
<S²> = 8.787



Molecular formula: C26H22FeN4O9P2Se
Method: DFT, wB97M-V/def2-TZVPD

XYZ file:
```
65
C26H22FeN4O9P2Se (wB97M-V/def2-TZVPD)
C 3.85741 -0.67919 -0.38856
H 1.91330 -3.26811 0.22129
H 4.75318 -0.10533 -0.58482
C -0.00096 2.14958 2.92223
O -3.82458 -5.04197 -1.81570
Se 0.03863 -2.61378 2.61130
P -1.28135 -4.43473 -1.49874
C -3.27049 -4.12477 0.41305
O -3.98647 -2.72632 -3.24741
C 2.07747 1.09085 -0.75224
P -3.43056 -2.36850 -1.77613
C 3.12707 2.15573 -0.81240
H 4.03083 1.58991 1.03464
H -3.26498 -5.83592 -1.79650
C 3.18607 3.05679 -1.86885
H 1.08419 2.17074 2.97919
N -0.29626 0.56054 -1.08217
H -0.04961 0.38984 1.68302
C 4.08217 2.26652 0.19152
H -4.23977 -0.42863 0.31949
H -2.73852 3.82345 4.02275
O -2.08449 -1.67772 -1.93522
H 0.81414 3.71630 -1.18246
C -0.62996 1.15043 2.18953
H -2.80704 -3.28363 0.92947
O -2.07577 -0.91998 0.87914
H -1.22138 -3.05058 -3.10396
C 5.11178 4.13508 -0.91400
O -0.35219 -3.52985 -0.71203
C -3.04705 -4.04040 -1.09679
H -1.80559 3.44949 -1.65653
H 4.22899 4.70310 -2.77586
Fe -0.41406 -1.45600 -0.51541
C 4.17169 4.03087 -1.92858
C -1.09210 2.66392 -1.44900
H 5.77699 3.34262 0.95478
C 5.05810 3.25109 0.15193
O -1.16088 -5.91689 -1.39719
C 0.75534 1.46476 -1.02251
O -4.53245 -1.63492 -1.06939
H 2.47355 2.96124 -2.67747
C 3.77740 -2.01391 -0.10869
N 6.94960 5.97049 -1.01900
N 1.63444 -1.25807 -0.21131
C -2.67740 0.06823 1.27414
H 4.59812 -2.70781 0.00645
C 2.38267 -2.31506 -0.00033
C -1.37577 1.26964 -1.34982
H -2.82051 -5.04026 0.80053
C -2.14455 3.07658 3.50555
C -2.01542 1.12597 2.10000
N -1.87548 -1.42576 4.57954
H -3.70063 -3.63076 -3.48059
H -3.85381 2.03520 2.70346
C 6.13952 5.16368 -0.97094
C 0.25333 2.79267 -1.23174
C -0.75611 3.11427 3.57971
O -3.93962 0.29125 1.01444
C 2.50041 -0.19825 -0.43799
O -1.17531 -4.03054 -3.07131
H -0.26194 3.89431 4.15128
H -4.34232 -4.12362 0.62202
H -2.32924 0.77024 -1.47729
C -2.77236 2.08289 2.76518
C -1.12939 -1.89699 3.81332
```

LUMO (spin up / spin down) = 3.1532 / 3.1383 eV
Multiplicity = 5
Orbital gap (spin up / spin down) = 5.0551 / 5.0321 eV
Energy relative to the best compared isomer or geometry (same formula, charge and spin) = 49.7 kJ/mol
Charge = -2
<S²> = 6.009



Molecular formula: C26H22N2O6S
Method: DFT, wB97M-V/def2-TZVPD

XYZ file:
```
57
C26H22N2O6S (wB97M-V/def2-TZVPD)
O 4.17846 -0.84159 0.15070
C -3.79962 5.62013 -0.10074
C 7.64944 2.14256 0.30564
H 1.30950 2.35671 0.22282
H -0.94888 -4.14750 0.10905
C -4.29818 2.69260 1.35277
C 1.88290 -0.69191 -0.58723
C -2.21043 -2.52788 0.06185
C -4.91395 -1.61559 -0.16083
H -5.34305 3.15252 -1.81941
C -4.78360 3.36070 0.23583
H -3.99121 6.68970 -0.05919
H -4.80696 0.75098 -1.92873
H -4.15396 3.23275 2.27693
C 2.89822 -1.35620 0.12837
C 0.56843 2.01867 -0.49751
C -4.96367 2.64788 -0.94286
H 5.76370 2.81345 1.22858
C 5.73414 0.85463 0.34458
N -3.86129 -0.74649 0.04320
C 1.38608 -3.11601 0.71942
O 3.52583 1.08852 1.14732
H -2.98354 5.38555 0.57873
H -3.62842 0.82976 2.17365
H -5.86458 5.08827 -0.40212
H 3.45528 -3.04904 1.28571
C -3.31467 -3.50434 -0.03358
C -4.18394 0.65227 0.11533
H 9.05053 0.83179 -0.75213
S 6.85393 -0.16551 -0.48991
H 8.27236 2.99854 0.49233
H 0.56396 0.88662 -2.35839
C -2.52696 -1.09915 0.22264
C 2.64770 -2.56068 0.76326
H 1.19051 -4.05024 1.22228
H 1.85857 2.09649 -2.23186
C 1.27899 1.35739 -1.67176
C 4.36486 0.42811 0.59256
O -6.05327 -1.25683 -0.31078
N -4.57021 -2.95199 -0.15721
C -4.00362 1.34311 1.30204
H -5.36214 5.12235 1.29400
O 2.25954 0.42024 -1.25437
C -5.05581 4.83632 0.28624
O -3.16882 -4.70537 -0.03649
C 6.30567 2.04902 0.70252
C 8.07703 1.02397 -0.34573
H -0.00471 2.87106 -0.85205
H -3.48826 5.36155 -1.11028
C -4.66274 1.30054 -1.01108
C -0.96002 -3.06036 0.07860
C 0.34300 -2.44473 0.07099
H -0.10558 1.32626 -0.00007
H -0.17408 -0.77165 -1.15406
H -5.34358 -3.60081 -0.25777
C 0.61328 -1.24878 -0.59803
O -1.71638 -0.24757 0.51284
```

LUMO = -0.9464 eV
SMILES string = CCOc1cc(/C=C2/C(=O)NC(=O)N(c3ccc(CC)cc3)C2=O)ccc1OC(=O)c1cccs1
Multiplicity = 1
Orbital gap = 7.7265 eV
Energy relative to the best compared isomer or geometry (same formula, charge and spin) = 0.0 kJ/mol